Entry 1:
C3H8NOP | wB97M-V/def2-TZVPD

Results
Gap between HOMO and LUMO = 8.946 eV
Energy above the lowest of the compared OMol25 structures with the same formula, charge and spin = 75.4 kcal/mol
HOMO energy = -8.24 eV
LUMO = 0.71 eV

```
14
Properties=species:S:1:pos:R:3:forces:R:3:nbo_charge:R:1
C -0.170 -1.201 -0.212 0.67 2.28 0.56 0.181
C 1.813 -0.422 -0.125 -2.53 -1.26 0.14 -0.372
C 1.803 1.049 0.224 0.01 -0.02 -1.65 -0.661
N -1.418 -0.951 -0.234 2.59 0.24 0.44 -0.770
O -3.590 0.295 0.214 -1.12 -0.34 1.18 -0.965
P -2.125 0.609 -0.340 1.27 0.27 -1.14 1.021
H 0.092 -2.109 0.192 0.68 -2.61 0.25 0.132
H 2.266 -0.733 -1.082 -0.32 0.20 0.53 0.202
H 2.117 -1.100 0.732 -0.34 0.80 -1.14 0.194
H 2.799 1.460 0.502 -0.48 -0.08 -0.84 0.217
H 1.255 1.121 1.101 -1.16 0.30 1.87 0.209
H 1.179 1.627 -0.529 1.38 -0.39 0.68 0.221
H -3.457 0.112 1.145 -0.66 -0.01 0.59 0.482
H -2.562 0.244 -1.587 0.00 0.62 -1.48 -0.092
```
Positions in Å, forces in eV/Å.

---

Entry 2:
C2H5N2O2 | wB97M-V/def2-TZVPD

Results
Gap between HOMO and LUMO = 8.890 eV
Energy above the lowest of the compared OMol25 structures with the same formula, charge and spin = 10.3 kcal/mol
HOMO energy = -4.66 eV
LUMO = 4.23 eV
Net charge = -1

```
11
Properties=species:S:1:pos:R:3:forces:R:3:nbo_charge:R:1
N 0.891 -0.306 -0.188 0.29 0.58 -0.86 -0.818
C 1.688 0.591 -0.816 -0.33 -1.48 0.02 0.290
N 2.925 0.334 -1.085 0.00 0.81 0.65 -0.819
H 1.158 -1.264 -0.344 -0.17 -0.13 0.65 0.378
H -0.080 0.004 -0.021 -0.09 -0.49 -0.10 0.445
H 1.076 1.418 -1.175 0.51 0.92 0.50 0.146
H 3.400 1.224 -1.225 -0.03 -0.16 -0.84 0.319
O -1.717 -1.098 1.448 0.01 -0.17 0.26 -0.759
C -2.247 -0.279 0.690 -0.01 0.09 -0.56 0.629
O -1.710 0.684 0.075 -0.07 -0.02 0.12 -0.810
H -3.333 -0.433 0.451 -0.10 0.07 0.16 0.001
```
Positions in Å, forces in eV/Å.

---

Entry 3:
C4H21NO5 | wB97M-V/def2-TZVPD

Results
Gap between HOMO and LUMO = 9.665 eV
Energy above the lowest of the compared OMol25 structures with the same formula, charge and spin = 20.8 kcal/mol
SMILES = CC(C)CN.O.O.O.O.O
HOMO energy = -9.40 eV
LUMO = 0.26 eV

```
31
Properties=species:S:1:pos:R:3:forces:R:3:nbo_charge:R:1
C -1.237 1.735 -0.453 -3.26 -0.43 3.60 -0.215
C 0.154 2.252 -0.665 0.80 0.39 -1.83 -0.264
C 1.247 1.747 0.287 -0.95 0.01 2.03 -0.618
C 0.578 1.835 -2.118 0.86 -0.14 0.90 -0.592
N -1.493 1.057 0.903 -0.42 1.25 0.52 -0.866
H -1.609 0.967 -1.103 0.38 -0.07 -1.14 0.184
H -2.115 2.488 -0.323 1.92 -0.55 -1.42 0.194
H 0.039 3.361 -0.612 0.65 -0.70 -0.03 0.211
H 1.723 0.806 0.052 0.05 0.01 -0.84 0.240
H 0.755 1.458 1.264 1.04 0.87 -0.70 0.179
H 2.019 2.491 0.534 -0.34 -0.14 -0.30 0.219
H -0.075 2.227 -2.864 -0.23 1.02 -0.63 0.209
H 1.660 2.104 -2.259 -1.12 -0.24 -0.31 0.210
H 0.420 0.756 -2.301 0.50 0.18 0.65 0.195
H -0.627 0.908 1.446 -1.20 -0.05 -0.49 0.357
H -2.089 1.741 1.423 1.03 -1.07 -0.14 0.351
H 2.876 -1.201 1.140 1.26 -0.22 0.83 0.481
H 2.261 -2.051 -0.015 0.25 -1.76 -0.84 0.509
O 2.197 -1.270 0.502 -1.06 1.78 -0.03 -0.970
H 2.064 -2.357 -1.974 0.01 -0.12 -0.27 0.466
H 0.683 -2.724 -1.396 0.94 -0.81 0.12 0.505
O 1.625 -3.047 -1.463 -1.06 0.77 0.09 -0.953
H 0.405 -1.055 2.793 -1.33 -1.38 -2.05 0.461
H 0.739 -1.409 1.351 0.36 -0.15 -0.71 0.498
O 0.000 -1.511 1.959 0.98 1.45 3.25 -0.980
H -2.924 -0.736 1.541 0.44 -1.09 0.35 0.483
H -1.798 -1.559 2.043 4.03 0.29 0.55 0.484
O -2.688 -1.627 1.904 -4.59 0.62 -1.13 -0.974
H -1.474 -1.841 -1.042 -0.28 -0.66 0.55 0.467
H -1.907 -2.780 0.177 1.22 0.43 -2.18 0.520
O -1.410 -2.766 -0.729 -0.88 0.52 1.61 -0.990
```
Positions in Å, forces in eV/Å.

---

Entry 4:
C5H11NO | wB97M-V/def2-TZVPD

Results
Gap between HOMO and LUMO = 9.212 eV
Energy above the lowest of the compared OMol25 structures with the same formula, charge and spin = 71.7 kcal/mol
SMILES = C=CCNC=C.O
HOMO energy = -8.27 eV
LUMO = 0.94 eV

```
18
Properties=species:S:1:pos:R:3:forces:R:3:nbo_charge:R:1
C 0.800 -2.596 -0.539 -0.27 0.60 0.76 -0.520
C 0.436 -1.328 -0.332 -0.95 0.63 -0.83 0.010
N -0.835 -0.864 -0.783 -0.26 0.16 0.55 -0.615
C -0.817 0.502 -1.389 0.91 -1.09 0.13 -0.267
C 0.318 2.655 -0.854 -0.02 -0.88 -0.72 -0.379
C -0.227 1.504 -0.458 1.48 0.84 0.34 -0.200
H -0.045 -3.267 -0.670 0.50 -0.36 -0.74 0.198
H 1.817 -2.928 -0.418 -0.10 -0.27 0.45 0.215
H 0.974 -0.520 0.143 0.79 -0.35 -0.23 0.197
H -1.105 -1.509 -1.507 -0.50 -0.06 0.00 0.363
H -1.777 0.816 -1.797 -0.17 -0.36 0.23 0.220
H -0.103 0.375 -2.208 -0.20 0.63 -0.45 0.185
H 1.041 3.193 -0.259 -0.39 0.27 0.26 0.207
H 0.252 2.907 -1.910 -0.09 0.38 0.12 0.183
H 0.105 1.188 0.526 -0.71 -0.13 0.22 0.203
H 0.360 -0.675 3.829 0.13 0.46 -0.07 0.468
H -0.570 0.125 2.983 -0.98 0.09 -0.66 0.467
O 0.224 0.223 3.483 0.83 -0.55 0.66 -0.934
```
Positions in Å, forces in eV/Å.

---

Entry 5:
C35H33BrIrN4O6P | wB97M-V/def2-TZVPD

Results
Gap between HOMO and LUMO (spin up / spin down) = 6.315 / 7.626 eV
Spin multiplicity = 5
Energy above the lowest of the compared OMol25 structures with the same formula, charge and spin = 8.7 kcal/mol
HOMO energy (spin up / spin down) = -11.93 / -13.86 eV
LUMO (spin up / spin down) = -5.61 / -6.23 eV
Net charge = +2

```
81
Properties=species:S:1:pos:R:3:forces:R:3:mulliken_spin:R:1
Ir -0.102 0.644 0.045 -0.75 1.19 0.40 2.336
O 1.891 -0.468 3.840 -0.11 -0.32 0.30 0.007
C 1.312 -0.358 2.664 0.44 0.60 -0.30 0.014
O 1.659 0.451 1.823 0.09 -0.13 0.11 0.099
C 0.176 -1.280 2.449 -0.58 -0.34 -0.31 0.037
C -0.385 -2.028 3.471 0.21 0.10 0.12 0.000
C -1.496 -2.804 3.198 -0.03 0.02 -0.08 0.020
C -1.996 -2.815 1.904 -0.01 -0.10 0.03 -0.007
C -1.372 -2.056 0.927 0.36 0.14 0.30 0.040
N -0.306 -1.285 1.197 -0.29 -0.88 0.60 0.047
C -1.787 -2.002 -0.512 0.11 0.16 -0.38 0.017
O -2.804 -2.734 -0.935 -0.10 -0.09 -0.02 0.002
O -1.199 -1.293 -1.294 -0.11 -0.21 0.05 0.061
H 2.633 0.149 3.916 0.04 0.12 -0.10 -0.002
H 0.053 -1.983 4.459 -0.05 -0.03 0.00 0.002
H -1.961 -3.391 3.977 -0.02 -0.01 -0.01 -0.001
H -2.859 -3.428 1.680 -0.01 0.01 0.02 0.001
H -3.189 -3.303 -0.258 0.02 0.00 0.04 0.001
Br 5.061 0.110 -4.346 -0.15 0.00 0.15 0.002
C 3.682 0.121 -3.069 0.06 -0.04 -0.08 0.008
C 3.688 1.048 -2.037 0.04 -0.02 -0.02 0.000
C 2.645 1.032 -1.136 0.11 0.01 -0.01 0.021
N 1.624 0.165 -1.216 0.04 0.11 -0.10 0.030
C 1.640 -0.741 -2.204 0.06 -0.02 -0.04 0.014
C 2.647 -0.799 -3.147 0.07 0.03 -0.01 -0.002
H 4.484 1.772 -1.939 0.00 -0.01 0.02 0.000
H 2.623 1.734 -0.314 -0.07 0.02 -0.04 0.002
H 0.818 -1.436 -2.240 -0.11 0.01 0.01 0.003
H 2.618 -1.544 -3.928 -0.01 -0.01 0.01 0.000
O -0.053 2.612 -1.388 -0.02 0.29 -0.05 0.108
C -1.111 2.437 -2.023 -0.21 -0.57 -0.42 0.111
O -1.850 1.420 -1.964 0.12 0.38 0.06 0.034
C -1.550 3.517 -3.045 0.43 0.16 0.38 0.008
N -2.823 3.012 -3.669 -0.12 -0.25 0.40 0.002
C -2.645 2.974 -5.153 0.20 -0.13 -0.33 0.000
C -1.144 2.779 -5.312 0.04 0.11 0.12 0.000
C -0.572 3.685 -4.214 -0.04 -0.08 -0.11 0.001
H -1.717 4.454 -2.517 -0.11 -0.02 -0.01 0.000
H -3.650 3.530 -3.385 0.03 0.09 -0.01 0.000
H -2.878 2.059 -3.210 -0.02 0.10 -0.22 0.001
H -2.953 3.936 -5.562 -0.06 0.00 0.08 0.000
H -3.257 2.187 -5.587 -0.04 -0.01 0.08 0.000
H -0.801 3.072 -6.300 -0.04 -0.05 -0.04 0.000
H -0.872 1.735 -5.146 -0.02 0.00 0.01 0.000
H -0.568 4.721 -4.551 0.01 0.00 0.01 0.000
H 0.441 3.422 -3.919 -0.02 0.01 0.04 -0.001
N -1.246 1.503 1.282 0.70 -0.50 -0.90 0.838
P -1.615 2.464 2.497 -0.28 0.41 0.46 -0.090
C -1.975 1.435 3.938 0.16 0.20 -0.23 0.051
C -1.100 1.383 5.019 -0.07 -0.03 -0.02 -0.004
C -1.375 0.530 6.079 0.06 -0.02 0.05 -0.001
C -2.515 -0.261 6.056 0.01 0.00 0.03 0.008
C -3.382 -0.213 4.971 -0.06 -0.05 -0.07 0.002
C -3.112 0.627 3.904 0.02 -0.01 0.07 0.006
C -3.095 3.427 2.111 0.26 -0.21 0.04 0.053
C -3.157 3.995 0.840 -0.02 0.04 0.04 -0.011
C -4.243 4.782 0.496 0.05 0.04 -0.09 0.001
C -5.265 4.997 1.412 0.00 -0.02 0.04 0.002
C -5.193 4.441 2.680 -0.04 0.01 0.04 0.002
C -4.105 3.656 3.037 0.01 0.03 -0.02 -0.004
C -0.320 3.649 2.926 -0.16 -0.31 -0.17 0.041
C 0.892 3.623 2.244 -0.05 0.06 0.08 0.013
C 1.875 4.544 2.572 0.07 0.02 -0.01 0.002
C 1.647 5.480 3.570 0.02 -0.01 -0.01 -0.001
C 0.430 5.512 4.239 -0.09 0.01 0.05 0.003
C -0.561 4.600 3.918 0.04 -0.02 -0.02 0.004
H -0.225 2.021 5.039 0.01 -0.02 0.03 0.001
H -0.706 0.495 6.929 -0.02 0.00 0.00 0.000
H -2.739 -0.908 6.895 0.01 0.00 0.00 0.000
H -4.277 -0.824 4.964 0.01 0.01 0.01 0.000
H -3.785 0.681 3.056 -0.01 -0.05 0.02 -0.004
H -2.338 3.826 0.151 -0.02 0.01 -0.09 0.018
H -4.290 5.251 -0.480 -0.01 -0.04 0.03 0.000
H -6.117 5.605 1.141 0.02 0.02 0.00 0.000
H -5.982 4.623 3.397 0.00 -0.01 -0.01 0.000
H -4.046 3.230 4.032 -0.03 0.00 -0.01 0.001
H 1.049 2.893 1.461 0.03 0.03 -0.01 0.050
H 2.821 4.538 2.046 -0.01 -0.01 0.00 0.000
H 2.418 6.194 3.827 0.00 0.01 -0.02 0.000
H 0.251 6.252 5.008 0.01 -0.01 0.00 0.000
H -1.516 4.625 4.430 0.01 0.04 0.02 0.000
```
Positions in Å, forces in eV/Å.

---

Entry 6:
C21H35BCuO2P2 | wB97M-V/def2-TZVPD

Results
Gap between HOMO and LUMO (spin up / spin down) = 4.407 / 7.395 eV
Spin multiplicity = 2
Energy above the lowest of the compared OMol25 structures with the same formula, charge and spin = 0.0 kcal/mol
HOMO energy (spin up / spin down) = -3.97 / -6.98 eV
LUMO (spin up / spin down) = 0.44 / 0.42 eV

```
62
Properties=species:S:1:pos:R:3:forces:R:3:nbo_charge:R:1
P 0.268 -1.761 0.231 -0.17 -0.46 -0.19 0.733
P -0.012 1.254 0.487 0.43 0.65 -0.09 0.764
C -0.015 -0.853 -1.360 0.00 -0.27 -0.06 -0.715
C 0.369 0.628 -1.229 -0.05 0.55 0.26 -0.727
H -1.081 -0.953 -1.633 0.34 0.00 0.15 0.236
H 0.566 -1.315 -2.169 -0.34 0.12 0.37 0.245
H 1.449 0.773 -1.397 -0.28 -0.11 0.13 0.228
H -0.149 1.234 -1.988 0.26 -0.29 0.34 0.245
C -1.638 2.053 0.301 -0.13 0.09 -0.12 -0.952
H -1.799 2.677 1.191 -0.10 -0.27 -0.26 0.251
H -2.420 1.283 0.246 0.14 0.27 0.07 0.243
H -1.671 2.681 -0.601 -0.04 -0.10 0.20 0.216
C 1.073 2.673 0.766 0.17 0.54 -0.40 -0.951
H 1.031 3.385 -0.071 0.11 0.00 0.23 0.217
H 2.104 2.325 0.904 -0.25 0.14 0.01 0.241
H 0.729 3.167 1.685 0.20 -0.13 -0.23 0.253
C -0.817 -3.211 0.227 -0.09 -0.43 -0.52 -0.955
H -0.539 -3.845 1.080 -0.06 0.15 -0.22 0.246
H -0.719 -3.783 -0.705 -0.18 -0.11 0.18 0.217
H -1.854 -2.886 0.375 0.25 -0.09 -0.11 0.249
C 1.930 -2.490 0.078 0.17 -0.19 -0.18 -0.948
H 2.694 -1.710 0.188 -0.17 -0.22 -0.05 0.242
H 2.060 -3.005 -0.884 0.07 0.05 0.21 0.222
H 2.049 -3.216 0.896 0.06 0.21 -0.23 0.244
Cu -0.008 -0.403 1.904 -0.44 0.46 0.67 0.465
C 0.646 1.366 -4.552 -0.35 0.35 0.15 -0.193
C -0.680 1.404 -4.356 0.64 0.55 -0.32 -0.174
C -1.722 0.695 -5.164 -0.38 -0.44 -0.08 -0.445
C -1.325 -0.708 -5.698 -0.44 0.08 -0.30 -0.445
C -0.628 -1.586 -4.698 0.32 -0.36 0.13 -0.191
C 0.693 -1.644 -4.481 -0.63 -0.60 -0.33 -0.175
C 1.757 -0.863 -5.185 0.35 0.46 -0.05 -0.445
C 1.364 0.578 -5.611 0.46 -0.05 -0.31 -0.445
C 0.164 -1.703 3.897 0.72 -1.15 0.62 -1.019
H 1.314 1.987 -3.934 -0.51 -0.30 -0.05 0.204
H -1.095 2.075 -3.599 0.28 -0.14 -0.11 0.199
H -2.033 1.312 -6.025 0.10 -0.10 0.28 0.224
H -2.624 0.590 -4.538 0.27 0.01 -0.18 0.210
H -2.262 -1.218 -5.981 0.35 0.21 -0.05 0.219
H -0.738 -0.599 -6.621 -0.20 -0.15 0.33 0.207
H -1.307 -2.255 -4.148 0.51 0.28 -0.02 0.203
H 1.087 -2.382 -3.776 -0.29 0.13 -0.15 0.197
H 2.104 -1.406 -6.081 -0.10 0.10 0.27 0.225
H 2.635 -0.804 -4.519 -0.27 0.00 -0.19 0.209
H 2.305 1.112 -5.831 -0.35 -0.21 -0.07 0.219
H 0.800 0.543 -6.552 0.18 0.13 0.35 0.208
H 0.976 -2.035 4.563 0.15 0.00 0.07 0.229
H 0.501 -2.029 2.891 -0.07 -0.13 0.56 0.197
H -0.709 -2.305 4.179 -0.05 0.21 -0.39 0.257
O -1.371 0.271 4.694 -0.06 0.33 0.63 -0.661
B -0.105 -0.192 4.204 -0.69 1.31 -1.29 0.787
O 0.933 0.656 4.732 0.01 0.09 0.09 -0.686
C 0.351 1.304 5.792 -1.53 -1.19 0.30 0.285
C 0.994 1.636 6.970 -0.01 0.33 -0.11 -0.277
C 0.231 1.644 8.143 0.07 0.38 -0.02 -0.234
C -1.146 1.428 8.115 -0.22 0.39 -0.05 -0.230
C -1.828 1.206 6.913 0.05 0.26 -0.08 -0.260
C -1.064 1.078 5.764 1.65 -0.84 0.34 0.235
H 2.067 1.822 6.963 -0.18 -0.28 0.16 0.217
H 0.735 1.824 9.092 -0.17 -0.02 -0.19 0.211
H -1.711 1.424 9.047 0.16 0.10 -0.21 0.211
H -2.908 1.070 6.868 0.28 -0.26 0.14 0.220
```
Positions in Å, forces in eV/Å.